This record from the Open Molecules 2025 dataset describes a molecular structure, C4H6CuO7 in a non-equilibrium geometry. The level of theory is ωB97M-V/def2-TZVPD.

As for the spin multiplicity: 3. For the HOMO energy (alpha / beta), the calculation gives -0.1640 / -0.1640 Eh. The orbital gap (alpha / beta) comes out at 0.266 / 0.181 Ha. The total charge is -1.

Atoms and positions in Å:
O  3.6229  1.8926  0.2662
C  3.0687  0.7847  0.0249
O  3.7548  -0.2460  -0.2188
O  1.7453  0.7447  0.0571
O  -1.0941  0.2845  -0.3775
C  -2.4855  0.1977  -0.1766
O  -2.9080  0.2325  1.0056
O  -3.0489  1.1786  -1.0094
C  -0.3046  -0.3896  0.5754
C  1.1044  -0.5370  0.0644
Cu  5.1903  0.8916  0.0199
H  -3.9828  1.2615  -0.7877
H  -0.7056  -1.3986  0.7603
H  -0.3051  0.1576  1.5315
H  1.1106  -0.9495  -0.9535
H  1.6576  -1.2161  0.7251
O  -2.7948  -1.3063  -0.9516
H  -3.6252  -1.5831  -0.5555

---

This record from the Open Molecules 2025 dataset describes a gas-phase ion, C3N2O4 (charge -2) in a non-equilibrium geometry. The level of theory is ωB97M-V/def2-TZVPD.

For the HOMO energy, the calculation gives 0.0134 Eh. The orbital gap comes out at 0.250 Ha. The total charge is -2. The SMILES is O=C([O-])C1(C(=O)[O-])N=N1. For the energy relative to the best compared isomer or geometry (same formula, charge and spin), the calculation gives 27.1 kcal per mole.

Atoms and positions in Å:
C  -1.3110  -0.6308  0.1182
C  1.6217  -0.2430  0.1848
C  -0.1372  0.2856  -0.0475
N  -0.2541  1.1971  -1.0670
N  -0.3993  1.8484  0.0461
O  -1.2907  -1.6671  -0.5301
O  2.3971  0.3650  -0.5084
O  -2.1660  -0.1576  0.8826
O  1.5954  -1.2009  0.9133

---

no.,E (eV)
1,-63215.72707
2,-14278.22320